Entry 1:
{"formula": "CHCl3NO2Si", "method": "ωB97M-V/def2-TZVPD", "symbols": ["C", "N", "O", "O", "Si", "Cl", "Cl", "Cl", "H"], "xyz": [[0.684, -0.688, -1.050], [0.254, -1.360, -0.050], [1.305, -0.982, -2.063], [0.479, 0.643, -0.784], [-0.443, 0.893, 0.541], [0.386, 0.941, 2.429], [-0.841, 2.802, 0.018], [-2.291, 0.125, 0.752], [0.467, -2.374, 0.208]], "lowdin_charge": [-0.855, 0.008, -0.029, -0.228, -0.822, 0.250, 0.302, 0.295, 0.078], "orbital_gap_ev": 7.9, "lumo_energy_ev": 3.3, "charge": -1, "e_tot_ev": -52090.69703}

Entry 2:
{"formula": "C6H16N2", "method": "ωB97M-V/def2-TZVPD", "symbols": ["C", "C", "C", "C", "C", "N", "C", "N", "H", "H", "H", "H", "H", "H", "H", "H", "H", "H", "H", "H", "H", "H", "H", "H"], "xyz": [[3.136, -1.675, -0.204], [1.612, -1.768, -0.157], [1.073, -1.029, 1.091], [-0.451, -0.830, 1.218], [-0.997, -0.176, -0.021], [-1.945, 0.967, 0.236], [-1.393, 2.246, -0.288], [-1.377, 2.268, -1.738], [3.517, -2.004, -1.161], [3.412, -0.672, 0.109], [3.678, -2.329, 0.498], [1.309, -1.159, -1.015], [1.134, -2.742, -0.255], [1.636, -0.087, 1.155], [1.513, -1.521, 1.970], [-0.844, -1.844, 1.338], [-0.697, -0.281, 2.119], [-1.636, -0.848, -0.600], [-0.234, 0.218, -0.687], [-2.066, 1.052, 1.238], [-2.045, 3.068, 0.004], [-0.410, 2.377, 0.171], [-0.647, 1.671, -2.101], [-2.232, 1.787, -2.029]], "lowdin_charge": [-0.118, -0.262, -0.235, -0.185, -0.234, -0.081, -0.326, -0.001, 0.065, 0.069, 0.074, 0.091, 0.111, 0.104, 0.110, 0.110, 0.103, 0.113, 0.081, 0.079, 0.103, 0.110, 0.045, 0.076], "orbital_gap_ev": 9.9, "smiles": "CCCCCNCN", "lumo_energy_ev": 1.1, "charge": 0, "e_tot_ev": -9460.93705}

Entry 3:
{"formula": "C4H10BF2HfNO2S", "method": "ωB97M-V/def2-TZVPD", "symbols": ["Hf", "N", "C", "C", "O", "O", "H", "H", "H", "H", "F", "B", "F", "C", "S", "C", "H", "H", "H", "H", "H", "H"], "xyz": [[0.421, -0.578, 0.446], [-1.652, 0.335, 0.647], [-1.595, 1.549, 1.546], [-0.228, 1.714, 2.195], [0.148, 2.611, 2.836], [0.620, 0.601, 1.883], [-2.174, 0.577, -0.197], [-2.236, -0.366, 1.113], [-2.345, 1.472, 2.333], [-1.812, 2.447, 0.969], [-0.652, -2.001, 2.261], [0.400, -2.606, 1.602], [0.781, -3.790, 1.916], [3.124, -0.245, -2.115], [2.602, 0.453, -0.518], [3.515, -0.597, 0.671], [2.912, -1.309, -2.189], [4.195, -0.069, -2.190], [2.612, 0.316, -2.894], [4.568, -0.331, 0.584], [3.397, -1.656, 0.440], [3.195, -0.358, 1.686]], "lowdin_charge": [1.657, -0.044, -0.055, -0.447, 0.259, -0.257, 0.134, 0.124, 0.160, 0.155, 0.082, -0.576, 0.267, -0.306, 0.783, -0.324, 0.059, 0.072, 0.061, 0.080, 0.059, 0.057], "orbital_gap_ev": 8.9, "lumo_energy_ev": -9.3, "charge": 2, "e_tot_ev": -28134.49345}